Entry from OMol25: a cluster of 2 separate species, C6H10NOS2 in total in a non-equilibrium geometry (the ωB97M-V functional and the def2-TZVPD basis).

Summary:
- total charge = +1
- relative energy (zero: lowest compared OMol25 entry of this formula, charge and spin) (eV) = 0.0000
- Kohn-Sham gap (eV) = 9.42
- F_max (hartree/bohr) = 0.0711
- DFT total energy (Ha) = -1160.71163
- lowest unoccupied orbital energy (eV) = -4.37

```
20
Properties=species:S:1:pos:R:3:forces:R:3:mulliken_charge:R:1
C 2.22976 0.81663 1.70693 -0.15 -0.40 0.14 0.679
C -1.27156 0.95000 0.69655 -1.56 0.10 -0.78 -0.446
C -1.26256 -0.47515 1.24040 1.78 2.17 0.11 -0.532
C -0.57930 0.94074 -0.68005 1.64 0.44 1.46 -0.404
C -0.39647 -1.20076 0.31179 1.59 -3.25 -0.53 0.570
C 0.62099 -0.89425 -2.09692 -2.10 -0.29 -0.25 -0.755
N 0.25497 -0.32016 -0.76785 1.65 0.75 2.33 0.255
O -0.16136 -2.37140 0.30643 -0.07 1.00 -0.28 -0.460
S 1.38873 0.58221 2.96346 0.10 0.24 0.68 -0.207
S 3.05392 0.90960 0.40050 0.58 0.30 -0.54 -0.289
H -2.26359 1.39800 0.57262 0.02 -0.39 0.01 0.350
H -0.77989 1.64016 1.34819 0.54 0.11 0.50 0.246
H -0.85029 -0.40979 2.25428 -0.11 -0.75 -0.35 0.176
H -2.08444 -1.10741 1.23588 -2.31 -0.49 0.23 0.394
H -1.26525 1.09127 -1.46805 -0.46 -0.45 -1.17 0.398
H 0.12878 1.74856 -0.63063 0.21 0.50 -0.65 0.239
H 1.06112 -1.88597 -1.96279 -0.06 0.23 0.19 0.343
H -0.42188 -1.02777 -2.54209 1.83 0.23 -0.38 0.355
H 1.34402 -0.21942 -2.60846 -0.95 -0.39 0.23 0.283
H 1.25430 -0.16509 -0.28019 -2.17 0.33 -0.93 -0.194
```
Positions in Å, forces in eV/Å.